8
Properties=species:S:1:pos:R:3 method="wB97M-V/def2-TZVPD" de_lowest_kcal_mol=135.74 homo_lumo_gap_ev=8.41 lumo_ev=-0.19 fmax_ev_per_a=4.869 total_energy_ev=-5113.0740 homo_ev=-8.602
N -0.4538 -0.1920 0.7296
N 0.7952 0.2249 1.1370
C -0.5836 -0.2968 -0.5909
C -0.5031 -0.4509 -1.7832
H -1.3605 1.1027 1.1445
H 1.2612 -0.4240 1.7512
H -0.5412 -0.6110 -2.8164
H 1.3857 0.6472 0.4283